# 1
108
Properties=species:S:1:pos:R:3:lowdin_spin:R:1 method="wB97M-V/def2-TZVPD" e_lumo_ha="0.084 / 0.084" s_squared=0.776 multiplicity=2 total_charge=-1 gap_ev="4.65 / 6.50" max_force_ev_per_a=0.76
Cu -0.21328 0.28942 -0.14791 0.003
N 9.06855 -2.20859 3.27102 0.023
C 8.02491 -1.91147 2.88436 0.009
C 6.72364 -1.54100 2.40259 0.044
C 5.58381 -2.19946 2.86852 0.000
C 4.33530 -1.83948 2.40866 0.037
C 4.16577 -0.82213 1.45376 0.035
C 5.32678 -0.17150 0.99864 0.038
C 6.57831 -0.51823 1.46319 -0.001
C 2.83316 -0.46630 0.96378 0.279
C 2.67257 -0.37893 -0.46321 0.016
C 3.63857 -0.70167 -1.44421 0.095
C 3.04086 -0.49571 -2.69363 0.028
C 1.74483 -0.06413 -2.42963 0.084
N 1.51539 0.00993 -1.10113 0.037
C 1.81704 -0.26025 1.96497 0.014
C 2.01327 -0.14390 3.35848 0.089
C 0.76550 0.12720 3.93299 0.024
C -0.13940 0.17101 2.87585 0.077
N 0.48415 -0.04876 1.69372 0.036
H 5.68848 -3.00240 3.58845 -0.001
H 3.46348 -2.36807 2.76573 0.000
H 5.22404 0.62602 0.27536 0.000
H 7.45706 0.00677 1.10986 -0.001
H 4.63335 -1.07585 -1.26518 0.005
H 3.48505 -0.64884 -3.66571 0.000
H 0.96776 0.20091 -3.13451 0.007
H 2.95284 -0.22285 3.88186 0.004
H 0.54696 0.27248 4.98044 0.000
H -1.20239 0.37420 2.90635 0.007
C -3.69874 -0.81844 0.00200 0.000
C -3.67002 -0.22631 -1.41608 0.000
C -2.50697 -0.90332 -2.16529 0.000
C -4.96898 -0.59805 -2.13992 0.000
Si -3.36512 1.66821 -1.29195 0.000
C -3.43911 2.52004 -3.02305 0.000
C -2.65047 3.83551 -3.04809 0.000
C -4.88866 2.79311 -3.45065 0.000
C -2.80948 1.61384 -4.09309 0.000
C -4.46459 2.55922 0.01940 0.000
C -3.94221 2.24632 1.43079 0.000
C -5.94495 2.16358 -0.06362 0.000
C -4.35563 4.08302 -0.13076 0.000
H -3.72923 -1.91058 -0.06735 0.000
H -4.57524 -0.49851 0.56684 0.000
H -2.79651 -0.55391 0.56246 0.000
H -2.48835 -1.96983 -1.93411 0.000
H -1.52027 -0.51986 -1.88296 0.000
H -2.59800 -0.79704 -3.24291 0.000
H -5.06652 -1.68917 -2.15648 0.000
H -4.97110 -0.26008 -3.17733 0.000
H -5.85674 -0.19102 -1.65082 0.000
H -3.02526 4.56909 -2.33523 0.000
H -2.72389 4.27453 -4.04961 0.000
H -1.59481 3.66385 -2.83482 0.000
H -5.39331 3.50942 -2.80277 0.000
H -5.48683 1.88001 -3.46777 0.000
H -4.89452 3.21028 -4.46438 0.000
H -1.80683 1.28317 -3.81723 0.000
H -2.72782 2.17055 -5.03348 0.000
H -3.41989 0.73146 -4.29002 0.000
H -3.96197 1.18597 1.67191 0.000
H -4.56217 2.76777 2.16967 0.000
H -2.91468 2.59234 1.55039 0.000
H -6.10206 1.11732 0.20210 0.000
H -6.36410 2.32465 -1.05855 0.000
H -6.52561 2.76955 0.64139 0.000
H -3.31442 4.41604 -0.06887 0.000
H -4.90383 4.56148 0.68901 0.000
H -4.77780 4.45419 -1.06319 0.000
C 1.01250 3.10086 1.39136 0.001
C 0.50168 3.41509 -0.01332 0.000
C -0.07013 4.85273 -0.03242 0.000
C 1.63937 3.30065 -1.03362 0.000
C -0.62302 2.54091 -0.41032 0.000
C -1.65576 1.92194 -0.63545 0.000
H 1.74729 3.86463 1.65534 0.000
H 1.49120 2.11965 1.44025 0.000
H 0.20529 3.11634 2.12464 0.001
H 0.72024 5.55996 0.22680 0.000
H -0.87737 4.95265 0.69540 0.000
H -0.45657 5.10880 -1.02041 0.000
H 2.43003 4.00840 -0.77103 0.000
H 1.28712 3.53732 -2.03923 0.000
H 2.04943 2.29289 -1.03955 0.000
C 4.53753 -6.19449 1.52872 0.000
C 3.33701 -5.31922 1.29975 0.001
C 3.02198 -4.85701 0.03177 0.000
C 1.91889 -4.04289 -0.20691 0.000
C 1.64956 -3.58690 -1.61225 0.001
C 1.11743 -3.66653 0.88379 0.000
C -0.02917 -2.75044 0.72482 0.000
O -0.46991 -2.34717 -0.33318 0.001
C 1.42767 -4.11641 2.18147 0.000
C 0.63915 -3.68065 3.39311 0.001
C 2.51921 -4.94919 2.36372 0.000
H 5.19395 -6.19667 0.65936 0.000
H 4.23594 -7.22583 1.72727 0.000
H 5.11332 -5.84956 2.38898 0.000
H 3.66040 -5.12458 -0.80323 0.000
H 2.42956 -3.95927 -2.27732 0.000
H 1.62801 -2.49996 -1.67892 0.001
H 0.67989 -3.94122 -1.96253 0.000
H -0.48583 -2.40680 1.66185 0.000
H -0.41406 -3.95770 3.31834 0.000
H 0.69240 -2.59748 3.52920 0.001
H 1.04458 -4.15171 4.28853 0.000
H 2.76146 -5.28803 3.36617 0.000



# 2
162
Properties=species:S:1:pos:R:3:mulliken_charge:R:1 method="wB97M-V/def2-TZVPD" smiles="CCOC(=O)C(F)(F)F.CCOC(=O)C(F)(F)F.CCOC(=O)C(F)(F)F.CCOC(=O)C(F)(F)F.CCOC(=O)C(F)(F)F.CCOC(=O)C(F)(F)F.CCOC(=O)C(F)(F)F.CCOC(=O)C(F)(F)F.CCOC(=O)C(F)(F)F.CCOC(=O)C(F)(F)F.O=S1(=O)OCCO1.O=S1(=O)OCCO1" e_lumo_ha=0.000 total_charge=0 gap_ev=11.07 max_force_ev_per_a=6.68
C 8.45097 3.28489 -2.92488 -1.067
C 8.47870 1.76810 -2.74036 -0.113
O 7.56163 1.04188 -3.56262 -0.290
C 6.21096 0.93393 -3.30910 0.342
O 5.70456 1.38620 -2.23817 -0.535
C 5.38207 0.09295 -4.26475 0.841
F 4.45839 -0.60665 -3.57166 -0.217
F 4.79190 0.99868 -5.07606 -0.235
F 6.07314 -0.77215 -5.02289 -0.227
H 7.45272 3.72237 -2.93870 0.328
H 9.01720 3.49891 -3.83134 0.287
H 8.97608 3.82759 -2.13884 0.344
H 8.45754 1.50115 -1.68376 0.237
H 9.43245 1.37256 -3.08968 0.304
C -1.05687 -9.69530 -1.24023 -1.138
C -0.19367 -8.54859 -0.70542 -0.190
O 0.07451 -8.66746 0.70129 -0.255
C 0.94675 -7.81373 1.28029 0.410
O 1.80666 -7.18244 0.55668 -0.596
C 0.94113 -7.66835 2.82461 0.856
F 0.00363 -8.41379 3.33059 -0.225
F 2.14957 -8.09607 3.25544 -0.250
F 0.85714 -6.39117 3.11694 -0.210
H -0.80445 -10.69085 -0.87518 0.319
H -1.18868 -9.59589 -2.31765 0.364
H -2.05541 -9.54601 -0.82945 0.299
H -0.60007 -7.54894 -0.85912 0.304
H 0.69855 -8.46799 -1.32632 0.313
C -6.04667 -7.10869 6.43695 -1.090
C -4.53770 -6.85224 6.39954 -0.179
O -4.27660 -5.44463 6.12427 -0.291
C -4.03108 -4.89301 4.84828 0.415
O -3.62292 -5.55517 3.84020 -0.570
C -4.07726 -3.36611 4.77666 0.856
F -2.85948 -2.97364 4.44887 -0.222
F -4.98501 -2.90544 3.92508 -0.246
F -4.34856 -2.90245 5.95062 -0.237
H -6.38244 -8.13794 6.56351 0.362
H -6.65945 -6.76758 5.60253 0.313
H -6.42519 -6.44911 7.21784 0.302
H -3.97738 -7.43916 5.67177 0.308
H -4.03310 -7.09546 7.33459 0.278
C 7.30956 0.02887 2.87808 -0.950
C 7.04025 -0.18916 4.39265 -0.272
O 7.26505 -1.55739 4.71459 -0.265
C 6.35358 -2.51811 4.57511 0.409
O 5.21728 -2.31693 4.08346 -0.596
C 6.77032 -3.88298 5.07300 0.858
F 7.88270 -3.83456 5.72881 -0.226
F 5.78144 -4.27270 5.89672 -0.246
F 6.87598 -4.72556 4.03410 -0.231
H 6.96659 1.03820 2.65064 0.353
H 6.83890 -0.66151 2.17812 0.272
H 8.39368 -0.05093 2.79795 0.247
H 6.02166 0.09478 4.65713 0.354
H 7.72472 0.47581 4.91934 0.294
C 7.63232 -3.88023 -0.25401 -1.118
C 8.93387 -3.30516 -0.65376 -0.089
O 9.79139 -3.17657 0.49689 -0.189
C 11.00366 -2.61153 0.39894 0.439
O 11.48343 -2.30243 -0.73814 -0.569
C 11.80622 -2.30444 1.71594 0.762
F 12.36026 -1.05163 1.80866 -0.255
F 11.09623 -2.54113 2.80210 -0.200
F 12.86281 -3.10646 1.73192 -0.248
H 7.16675 -4.13379 -1.20641 0.375
H 6.99805 -3.25017 0.36954 0.232
H 7.80783 -4.80401 0.29728 0.328
H 8.78253 -2.33589 -1.12882 0.228
H 9.42054 -3.93499 -1.39844 0.308
C -1.08042 6.45336 0.45740 -1.023
C -0.96679 7.96114 0.24808 -0.366
O -0.68345 8.77379 1.38706 -0.254
C 0.46804 8.68539 2.02801 0.452
O 1.29064 7.79790 1.95603 -0.525
C 0.67712 9.81847 3.08700 0.802
F 0.71137 9.25052 4.25838 -0.222
F 1.83708 10.52930 2.88315 -0.262
F -0.29014 10.76772 3.08355 -0.245
H -1.68567 6.27247 1.34570 0.313
H -0.14005 5.90344 0.42038 0.288
H -1.66152 6.14425 -0.41144 0.381
H -1.97946 8.25197 -0.03125 0.319
H -0.37460 8.15577 -0.64607 0.344
C 2.41662 6.62033 -4.59310 -1.116
C 1.85874 5.24693 -4.95298 -0.118
O 1.07550 5.36530 -6.11652 -0.257
C -0.19863 5.85528 -6.09796 0.414
O -0.74545 6.39975 -5.12198 -0.550
C -0.86314 5.68114 -7.49298 0.805
F -0.91831 6.83786 -8.17531 -0.243
F -0.18240 4.87808 -8.30128 -0.236
F -2.09740 5.11341 -7.30753 -0.237
H 1.71036 7.44021 -4.46238 0.318
H 3.06797 6.91258 -5.41676 0.324
H 3.00282 6.52659 -3.67893 0.352
H 1.27752 4.83498 -4.12800 0.320
H 2.68922 4.59130 -5.21483 0.227
C -4.54927 -4.45921 -1.32318 -1.060
C -5.35503 -5.71290 -1.69095 -0.234
O -6.34552 -5.58729 -2.66639 -0.203
C -7.17711 -6.56610 -3.05717 0.432
O -7.14691 -7.63050 -2.41488 -0.549
C -8.13868 -6.28705 -4.19742 0.802
F -9.39280 -6.67652 -4.02970 -0.241
F -8.25620 -4.97828 -4.45134 -0.235
F -7.74798 -6.89549 -5.29422 -0.241
H -4.24655 -3.87147 -2.18979 0.333
H -3.70011 -4.88746 -0.79061 0.314
H -5.13867 -3.82073 -0.66512 0.294
H -5.66714 -6.10516 -0.72305 0.313
H -4.65274 -6.44716 -2.08559 0.276
C -9.43089 1.35763 -8.08436 -1.150
C -8.07475 1.92090 -8.33323 -0.191
O -7.27357 2.12576 -7.21150 -0.247
C -7.01020 1.17282 -6.32149 0.397
O -7.26951 -0.05425 -6.47496 -0.567
C -6.32650 1.67586 -5.05333 0.868
F -6.05621 2.95956 -5.08440 -0.232
F -7.16476 1.41592 -4.01278 -0.254
F -5.18031 1.01483 -4.89157 -0.238
H -9.44097 0.33917 -7.69614 0.320
H -10.04167 1.42024 -8.98499 0.392
H -10.08671 2.01436 -7.51277 0.327
H -8.20906 2.87713 -8.83889 0.271
H -7.49010 1.29913 -9.01122 0.303
C -6.36332 3.14407 2.83059 -1.000
C -7.24480 3.58066 1.66419 -0.221
O -7.89884 4.80033 1.84761 -0.325
C -7.20786 5.95865 1.50391 0.310
O -6.17943 5.96590 0.91094 -0.509
C -7.82362 7.25453 2.04873 0.898
F -8.91068 7.04033 2.78386 -0.223
F -6.81526 7.83964 2.73574 -0.242
F -8.08942 7.99102 0.99950 -0.231
H -6.90913 2.70383 3.66509 0.306
H -5.87648 4.00640 3.28607 0.300
H -5.54558 2.49283 2.52191 0.301
H -8.04091 2.85241 1.50944 0.315
H -6.66439 3.58930 0.74160 0.322
O 0.07808 1.08487 6.78336 -0.500
S 1.14423 2.11632 6.71361 1.056
O 2.32033 2.03314 7.62343 -0.518
O 1.62870 2.42316 5.18202 -0.268
C 1.30000 3.73407 4.72813 -0.311
C 0.07878 4.11594 5.54926 -0.297
O 0.48859 3.59727 6.76801 -0.330
H 2.17665 4.33672 4.96561 0.261
H 1.15329 3.73802 3.64805 0.284
H -0.79907 3.64455 5.10735 0.284
H -0.12515 5.18209 5.45017 0.338
O -0.20871 1.49855 -1.83119 -0.447
S -0.14863 0.56174 -0.71774 0.998
O -1.28369 0.48595 0.21532 -0.516
O 0.24528 -0.97301 -1.13866 -0.289
C 1.05158 -1.52849 -0.04786 -0.334
C 1.77094 -0.36411 0.73970 -0.223
O 1.32968 0.76026 0.08067 -0.334
H 0.39897 -2.06718 0.63918 0.263
H 1.82729 -2.20459 -0.40742 0.322
H 2.85486 -0.46928 0.78618 0.309
H 1.29027 -0.33145 1.71744 0.247



# 3
110
Properties=species:S:1:pos:R:3:mulliken_charge:R:1 method="wB97M-V/def2-TZVPD" e_lumo_ha=0.093 total_charge=-1 gap_ev=6.86 max_force_ev_per_a=1.28
Ti -0.28001 -0.08902 -0.33187 -0.546
C 0.18084 2.58574 2.36736 -1.516
N 1.01792 1.50822 1.80306 1.719
C 1.08898 0.39138 2.77228 -1.529
C 1.54746 -0.94652 2.20962 -1.451
N 0.61271 -1.59888 1.22759 1.837
C 1.35337 -2.64538 0.49193 -1.336
C -0.50608 -2.18200 1.99051 -0.917
C -0.39951 -3.44927 2.55505 -0.498
C -1.41539 -3.99066 3.32637 -0.903
C -2.56379 -3.24622 3.55491 -0.777
C -2.68422 -1.98580 2.99605 -0.750
C -1.67514 -1.42908 2.20109 1.278
S -1.93320 0.16957 1.53341 -0.896
C 2.33439 2.00887 1.46755 -1.193
C 2.94013 3.00169 2.23636 -0.380
C 4.19462 3.49784 1.91614 -0.891
C 4.86234 2.99020 0.81102 -0.629
C 4.28446 1.98958 0.04793 -0.961
C 3.02056 1.46600 0.36044 1.256
S 2.36911 0.18805 -0.61578 -0.417
H 0.37312 3.51247 1.83117 0.504
H 0.38669 2.75690 3.43238 0.412
H -0.86335 2.31900 2.27489 0.263
H 0.10253 0.28249 3.21216 0.823
H 1.78463 0.64819 3.58075 0.488
H 1.67400 -1.63125 3.05367 0.452
H 2.50403 -0.83127 1.71218 0.826
H 1.98475 -3.22879 1.16863 0.547
H 2.00139 -2.18365 -0.24529 0.139
H 0.63745 -3.29831 -0.00302 0.338
H 0.49313 -4.03933 2.39131 0.343
H -1.30800 -4.98596 3.73850 0.395
H -3.37280 -3.65118 4.15335 0.370
H -3.58568 -1.40483 3.14608 0.417
H 2.41885 3.40287 3.09676 0.356
H 4.64079 4.28023 2.51858 0.402
H 5.83863 3.37506 0.53713 0.366
H 4.80212 1.59361 -0.81799 0.456
C 0.48868 -4.92282 -5.59471 -1.586
C -0.89705 -4.26181 -5.58902 2.403
C -1.93558 -5.35156 -5.85343 -2.348
C -0.97395 -3.24654 -6.74061 -1.217
C -1.12795 -3.54599 -4.25290 -0.417
C -0.25528 -2.52224 -3.88269 -0.432
C -0.43243 -1.84320 -2.68622 -0.545
N 0.23661 -0.74460 -2.15221 0.972
C 0.69663 0.28359 -2.99861 -0.958
C 1.38362 0.18636 -4.19687 -0.821
C 1.73704 1.34669 -4.88614 -0.109
C 1.41949 2.57428 -4.33362 -0.554
C 0.74666 2.73204 -3.11730 -0.015
C 0.36517 1.55510 -2.47960 1.068
O -0.28888 1.47965 -1.31106 -1.306
C 0.56777 4.15292 -2.56570 2.575
C -0.22663 4.99832 -3.57038 -1.889
C 1.96256 4.76700 -2.36803 -1.614
C -0.15684 4.22933 -1.21348 -2.105
C 2.53829 1.29856 -6.19290 2.160
C 3.94045 1.88468 -5.95635 -1.674
C 1.82438 2.11372 -7.28112 -1.715
C 2.70246 -0.13053 -6.71616 -2.013
C -1.48537 -2.23002 -1.82680 1.002
O -1.57310 -1.47318 -0.72796 1.097
C -2.39707 -3.22880 -2.18543 -0.841
C -2.17742 -3.87488 -3.40679 -0.219
C -3.55316 -3.62635 -1.26306 2.854
C -4.45379 -4.68255 -1.90439 -2.445
C -4.43399 -2.41216 -0.92080 -1.644
C -2.96819 -4.22333 0.02570 -1.412
H 0.67165 -5.42069 -6.55299 0.450
H 0.55864 -5.66827 -4.79775 0.342
H 1.28311 -4.18984 -5.43731 0.273
H -1.72380 -5.83272 -6.81240 0.451
H -2.94686 -4.93989 -5.90063 0.381
H -1.91411 -6.12118 -5.07724 0.398
H -0.82681 -3.74415 -7.70542 0.468
H -0.21199 -2.47069 -6.63977 -0.051
H -1.94916 -2.75311 -6.75040 0.342
H 0.55162 -2.26706 -4.55253 -0.079
H 1.72065 -0.77147 -4.56053 0.771
H 1.73977 3.47062 -4.85578 0.323
H 0.25945 5.03113 -4.54855 0.266
H -0.32181 6.02590 -3.20347 0.471
H -1.23043 4.58709 -3.70571 0.392
H 2.50596 4.84978 -3.31329 0.312
H 2.55448 4.14764 -1.68820 0.207
H 1.87320 5.77001 -1.93512 0.480
H -1.15607 3.79931 -1.26175 0.388
H -0.24273 5.28209 -0.92283 0.523
H 0.39550 3.69674 -0.43673 0.194
H 3.88700 2.94128 -5.67938 0.315
H 4.55384 1.79954 -6.86070 0.454
H 4.44189 1.35137 -5.14395 0.329
H 1.68202 3.15158 -6.97632 0.304
H 0.83938 1.68808 -7.49170 0.370
H 2.40897 2.10997 -8.20759 0.449
H 3.30516 -0.74142 -6.03765 0.372
H 3.20838 -0.11002 -7.68487 0.484
H 1.73439 -0.62163 -6.85298 0.253
H -2.85910 -4.66061 -3.70231 0.589
H -4.90259 -4.32085 -2.83405 0.428
H -5.26426 -4.92731 -1.21229 0.439
H -3.90840 -5.60611 -2.11994 0.423
H -4.85238 -1.97730 -1.83404 0.361
H -3.86778 -1.64433 -0.39953 0.088
H -5.26755 -2.72857 -0.28211 0.439
H -2.36558 -5.10710 -0.20886 0.326
H -3.76961 -4.52450 0.70979 0.453
H -2.33778 -3.49915 0.53830 0.177